DFT (ωB97M-V/def2-TZVPD) results for a molecular structure, C13H10F5NSTi in a non-equilibrium geometry.

Last column: natural (NBO) charge in e.
Geometry (Å):
C1 -1.02 1.38 -2.71  -0.2590
C2 0.36 1.29 -3.13  -0.3486
C3 1.08 2.37 -2.49  -0.4115
C4 0.13 3.14 -1.71  -0.4070
C5 -1.16 2.50 -1.83  -0.3978
Ti1 0.28 1.19 -0.88  0.8027
N1 -0.51 -1.02 -1.14  -1.0215
C6 -0.60 -2.40 -1.59  -0.2677
C7 0.67 -2.88 -2.17  -0.9490
H1 2.13 2.61 -2.63  0.2165
H2 0.77 0.58 -3.84  0.2346
H3 0.32 4.10 -1.23  0.2157
H4 -2.09 2.88 -1.42  0.2144
H5 -1.83 0.74 -3.06  0.2341
H6 0.84 -2.78 -3.24  0.1366
H7 -1.39 -2.52 -2.37  0.1135
H8 -1.35 -0.84 -0.57  0.2759
H9 1.46 -3.15 -1.49  0.1471
H10 -0.79 -3.04 -0.70  0.1229
F1 -0.15 -2.38 5.05  -0.3156
C8 0.03 -1.39 4.14  0.2179
C9 -0.70 -0.21 4.24  0.2844
F2 -1.59 -0.04 5.24  -0.3255
C10 -0.50 0.80 3.31  0.2846
F3 -1.24 1.93 3.38  -0.3133
C11 0.44 0.67 2.26  -0.2376
S1 0.68 2.05 1.16  -0.2573
C12 1.14 -0.54 2.18  0.3306
F4 2.00 -0.75 1.13  -0.2850
C13 0.95 -1.56 3.10  0.2682
F5 1.63 -2.73 2.99  -0.3032

Values from the calculation:
* net charge: -2
* LUMO (alpha / beta): 4.81 / 4.79 eV
* E_HOMO (alpha / beta): 2.3 / 2.5 eV
* HOMO-LUMO gap (alpha / beta): 2.49 / 2.32 eV
* multiplicity: 3

***

DFT (ωB97M-V/def2-TZVPD) results for a molecular structure, C13H10N3O3Tc in a non-equilibrium geometry.

Last column: natural (NBO) charge in e.
Geometry (Å):
Tc1 -0.57 0.54 0.71  1.2651
O1 2.09 -2.12 -2.29  -0.6278
C1 2.18 -0.88 -2.80  0.3902
C2 2.97 -0.76 -3.94  -0.2726
C3 3.13 0.47 -4.55  -0.1077
C4 2.50 1.60 -4.03  -0.2484
C5 1.73 1.49 -2.91  -0.1325
C6 1.54 0.26 -2.26  -0.1953
C7 0.71 0.21 -1.08  0.4942
O2 0.31 1.45 -0.66  -0.5430
N1 0.49 -1.06 -0.63  -0.3815
N2 -0.30 -1.21 0.49  -0.1896
C8 -0.95 -1.67 1.52  0.1571
C9 -1.74 -0.59 2.48  0.1970
C10 -2.44 -1.16 3.54  -0.2514
C11 -3.16 -0.33 4.39  -0.1076
C12 -3.21 1.04 4.18  -0.2530
C13 -2.51 1.59 3.10  0.0947
N3 -1.81 0.85 2.29  -0.4129
H1 1.50 -2.10 -1.52  0.5019
H2 3.44 -1.64 -4.33  0.2455
H3 3.75 0.54 -5.43  0.2330
H4 2.63 2.56 -4.50  0.2338
H5 1.25 2.38 -2.52  0.2321
H6 -1.04 -2.72 1.76  0.2546
H7 -2.42 -2.23 3.70  0.2449
H8 -3.71 -0.75 5.22  0.2463
H9 -3.77 1.69 4.83  0.2511
H10 -2.51 2.65 2.90  0.2320
O3 -0.08 -0.11 2.33  -0.5505

Values from the calculation:
* net charge: +1
* LUMO (alpha / beta): -5.17 / -5.60 eV
* E_HOMO (alpha / beta): -11.7 / -11.7 eV
* ΔE to the lowest compared entry with this formula, charge and spin: 1007.6 kJ/mol
* HOMO-LUMO gap (alpha / beta): 6.57 / 6.13 eV
* multiplicity: 2

***

Look up the multiplicity of the second one. 2